[1]
CH11NO4 | ωB97M-V/def2-TZVPD

Values from the calculation:
molar mass	101.10	g/mol
energy relative to the best compared isomer or geometry (same formula, charge and spin)	262.7	kJ/mol
<S²>	0.755
HOMO (alpha / beta)	-0.1612 / -0.1547	hartree
2S+1	2
total charge	-1
LUMO level (alpha / beta)	4.0692 / 1.1617	eV
frontier orbital gap (alpha / beta)	8.5 / 5.4	eV

XYZ file:
```
17
Properties=species:S:1:pos:R:3:forces:R:3:nbo_charge:R:1
H -1.090 -1.366 1.957 0.4 0.1 0.0 0.4394
H 1.233 -2.106 -0.011 0.1 1.0 -0.9 0.4721
C -0.895 1.471 0.000 0.8 3.3 0.0 -0.4855
H -0.733 2.415 0.650 -0.3 -1.2 -1.0 0.1540
H 1.169 0.993 0.073 2.5 1.0 0.4 0.4353
H -1.414 0.724 0.619 0.7 -0.3 -0.4 0.3355
H 0.388 0.184 -0.970 -0.5 0.1 -1.1 0.4339
H -1.391 -1.149 0.470 0.6 0.5 -0.6 0.5158
H 3.220 0.861 0.000 0.3 0.5 -0.3 0.4254
O -2.243 -0.553 -0.752 -0.7 -0.9 -0.4 -1.2859
N 0.371 1.153 -0.600 -2.6 -2.2 1.5 -0.4116
O 1.525 -1.541 -0.770 2.3 0.5 1.6 -1.0704
H -1.633 1.650 -0.800 0.1 -0.1 0.2 0.2627
O -0.623 -1.095 1.153 -0.9 -0.9 0.7 -1.0222
H 2.326 -0.871 -0.274 -2.9 -1.1 -0.8 0.5083
O 2.528 0.455 0.515 -0.1 -0.6 0.4 -1.1287
H -2.737 -1.225 -1.260 0.4 0.4 0.4 0.4219
```
Positions in Å, forces in eV/Å.

=====

[2]
CH11NO4 | ωB97M-V/def2-TZVPD

Values from the calculation:
molar mass	101.10	g/mol
energy relative to the best compared isomer or geometry (same formula, charge and spin)	806.5	kJ/mol
HOMO	-0.3424	hartree
2S+1	1
LUMO level	-4.9561	eV
frontier orbital gap	4.4	eV

XYZ file:
```
17
Properties=species:S:1:pos:R:3:forces:R:3:nbo_charge:R:1
H -1.993 0.628 -0.193 0.0 -0.3 -0.3 0.5086
H -0.632 -1.300 1.515 -0.2 0.2 -0.6 0.3036
H 3.178 1.149 -0.565 0.0 -0.5 0.2 0.4758
H 0.232 0.319 1.856 -0.6 0.3 -0.5 0.2558
H 1.299 0.328 -1.306 -0.7 -0.2 -0.8 0.4913
H -0.190 -0.175 0.167 -0.3 -0.1 -1.1 0.3899
H -3.377 -0.774 0.498 0.1 0.0 -0.3 0.4464
N 1.440 -1.019 1.030 -3.1 -0.4 0.2 -0.4193
O 0.519 -0.143 -1.783 1.0 -0.1 0.8 -0.8944
H -2.068 1.790 -1.288 0.1 0.0 0.1 0.4834
H 1.906 -0.186 0.492 2.4 1.3 -0.5 0.4299
C 0.131 -0.564 1.212 2.4 -0.8 1.7 -0.4435
O -1.475 1.138 -0.900 -0.8 0.8 0.2 -0.9848
O -2.430 -0.615 0.595 0.3 -0.1 0.7 -0.9641
O 2.276 0.926 -0.300 -0.7 -0.4 0.5 -0.9606
H 1.422 -1.957 0.633 0.5 0.0 -0.1 0.3860
H -0.237 0.457 -1.663 -0.3 0.1 -0.2 0.4958
```
Positions in Å, forces in eV/Å.

=====

[3]
CH11NO5 | ωB97M-V/def2-TZVPD

Values from the calculation:
molar mass	117.10	g/mol
energy relative to the best compared isomer or geometry (same formula, charge and spin)	73.5	kJ/mol
HOMO	-0.3456	hartree
2S+1	1
LUMO level	0.4338	eV
frontier orbital gap	9.8	eV
SMILES	NC=O.O.O.O.O

XYZ file:
```
18
Properties=species:S:1:pos:R:3:forces:R:3:nbo_charge:R:1
O -0.565 -2.181 -2.108 0.1 0.2 0.1 -0.9567
H 2.169 0.705 -1.157 0.1 -0.1 0.4 0.4981
H -0.391 -2.478 -3.004 -0.1 -0.1 0.0 0.4837
H -1.428 -2.503 -1.839 -0.1 -0.1 -0.1 0.4872
H 0.431 0.706 2.418 0.3 -0.1 -0.2 0.3969
H 0.949 -1.699 -1.141 -0.2 0.3 -0.3 0.5008
N -0.360 0.785 1.809 -1.1 0.1 0.1 -0.8269
H -1.907 -0.088 0.811 -0.5 -0.2 0.3 0.1129
O -0.635 -1.437 1.690 -1.1 -0.5 0.6 -0.6254
H -0.519 1.602 1.240 -0.1 0.2 0.5 0.4144
O 1.828 -1.292 -1.109 -0.5 0.2 -0.4 -0.9779
H 2.743 2.058 -1.513 0.2 0.4 -0.3 0.4560
H 2.280 -1.889 -0.534 0.8 -0.4 0.7 0.4710
O 2.469 1.542 -0.761 -0.3 -0.3 0.0 -0.9619
H -1.553 2.690 -0.650 0.0 -0.2 0.0 0.4766
C -1.083 -0.324 1.496 2.5 0.3 -1.2 0.5180
H -2.277 3.522 0.376 -0.1 -0.1 0.2 0.4783
O -2.021 2.611 0.189 0.1 0.3 -0.3 -0.9453
```
Positions in Å, forces in eV/Å.

=====

[4]
CH11O5 | ωB97M-V/def2-TZVPD

Values from the calculation:
molar mass	103.09	g/mol
energy relative to the best compared isomer or geometry (same formula, charge and spin)	89.1	kJ/mol
HOMO	-0.1452	hartree
2S+1	1
total charge	-1
LUMO level	3.6560	eV
frontier orbital gap	7.6	eV

XYZ file:
```
17
Properties=species:S:1:pos:R:3:forces:R:3:nbo_charge:R:1
H -1.363 1.869 -1.946 0.2 -0.2 0.4 0.4925
H 0.704 -0.065 -1.747 0.5 -0.5 0.2 0.0932
H 3.919 -1.347 -0.518 0.2 -0.2 0.4 0.4665
H 0.164 0.086 1.691 -0.4 -0.5 -0.3 0.5193
H -2.545 -0.093 1.764 -0.1 0.4 -0.5 0.4592
H -1.916 0.378 0.476 0.6 0.0 -0.1 0.5087
O -1.285 1.958 -2.898 -0.3 0.3 -0.5 -0.9611
O 0.167 -0.077 2.679 0.5 0.9 0.2 -1.0127
H -0.367 1.778 -3.102 0.1 -0.1 0.2 0.4647
H 0.256 -1.560 -0.714 0.4 -0.3 -0.8 0.1205
O -0.251 0.216 0.072 -0.2 0.5 -0.4 -1.0111
O 3.959 -1.906 0.277 -0.3 0.2 -0.6 -0.9468
H 3.023 -2.119 0.398 0.1 0.0 0.2 0.4800
C -0.023 -0.553 -1.058 -0.7 1.0 0.7 -0.2211
H -0.918 -0.604 -1.715 0.0 -0.5 0.2 0.1254
O -2.789 0.370 0.940 -0.3 -0.3 0.7 -1.0188
H 0.549 0.756 3.009 -0.3 -0.6 0.0 0.4415
```
Positions in Å, forces in eV/Å.